The following is a DFT calculation (ωB97M-V/def2-TZVPD) of a cluster of 14 separate species, C36H75N3O39 in total.

Each line ends with the Mulliken charge.
Atoms and positions in Å:
C 4.227 -1.395 -0.657  -0.833
O 3.758 -2.102 -1.796  -0.460
C 4.188 -3.330 -2.043  0.641
O 5.110 -3.882 -1.489  -0.640
O 3.505 -3.808 -3.075  -0.209
C 3.468 -5.218 -3.253  -0.672
H 5.070 -0.779 -0.964  0.461
H 4.382 -2.021 0.216  0.581
H 3.413 -0.745 -0.337  -0.246
H 3.365 -5.389 -4.324  0.279
H 2.522 -5.611 -2.871  0.112
H 4.290 -5.776 -2.817  0.369
C -3.029 -0.925 -2.413  0.671
O -4.388 -1.013 -2.843  -0.375
C -4.574 -1.277 -4.142  0.666
O -3.783 -1.114 -5.011  -0.497
O -5.841 -1.692 -4.255  -0.376
C -6.233 -2.243 -5.492  -0.625
H -2.596 -1.922 -2.528  0.032
H -2.975 -0.625 -1.373  -0.469
H -2.403 -0.258 -3.004  -0.006
H -5.660 -3.143 -5.741  0.235
H -5.997 -1.647 -6.379  0.301
H -7.302 -2.405 -5.410  0.246
C 0.127 -4.570 2.304  -0.249
O 0.327 -5.952 2.034  -0.353
C -0.663 -6.641 1.485  0.860
O -1.599 -6.156 0.900  -0.537
O -0.466 -7.930 1.677  -0.378
C -1.525 -8.821 1.340  -0.639
H 0.799 -4.284 3.107  0.319
H -0.889 -4.395 2.666  0.342
H 0.252 -3.994 1.390  -0.116
H -1.793 -8.733 0.290  0.260
H -2.409 -8.548 1.921  0.311
H -1.261 -9.815 1.685  0.236
C 0.442 6.488 1.197  -0.365
O 1.700 6.011 1.638  -0.208
C 1.983 6.160 2.946  0.904
O 1.292 6.673 3.785  -0.631
O 3.200 5.674 3.102  -0.289
C 3.780 5.703 4.407  -0.749
H -0.375 5.845 1.532  0.048
H 0.448 6.341 0.118  0.016
H 0.228 7.511 1.499  0.463
H 3.384 4.856 4.964  0.265
H 3.626 6.619 4.977  0.355
H 4.845 5.622 4.208  0.260
C -1.245 2.339 -4.043  -0.829
O -0.243 1.529 -3.481  0.602
C 0.202 0.456 -4.132  0.404
O -0.387 -0.121 -5.009  -0.591
O 1.324 0.084 -3.548  -0.033
C 1.965 -1.134 -3.920  0.295
H -2.197 1.846 -4.225  0.277
H -0.849 3.048 -4.772  0.246
H -1.490 3.070 -3.260  0.182
H 1.236 -1.932 -4.064  -0.077
H 2.570 -1.459 -3.076  -0.259
H 2.559 -0.969 -4.817  0.509
C -2.784 1.666 1.913  -0.297
O -4.040 1.139 2.357  -0.235
C -4.970 1.969 2.852  0.720
O -4.803 3.160 2.975  -0.536
O -5.908 1.309 3.478  -0.431
C -5.826 -0.101 3.737  -0.386
H -2.590 2.673 2.280  0.250
H -2.853 1.723 0.826  0.390
H -1.989 0.982 2.194  -0.310
H -6.764 -0.290 4.256  0.298
H -4.973 -0.370 4.351  0.255
H -5.909 -0.631 2.790  0.081
C 2.532 2.196 2.206  0.593
O 3.873 2.368 2.665  -0.323
C 4.675 1.352 2.389  0.497
O 4.354 0.435 1.679  -0.424
O 5.837 1.559 2.993  -0.458
C 6.870 0.624 2.721  -0.664
H 1.937 1.613 2.904  0.114
H 2.599 1.717 1.233  -0.214
H 2.132 3.203 2.119  -0.251
H 7.758 1.034 3.193  0.288
H 6.958 0.444 1.650  0.311
H 6.710 -0.367 3.155  0.241
C -2.574 -5.557 -4.361  -0.695
O -1.591 -5.168 -3.420  -0.332
C -0.856 -4.077 -3.671  0.262
O -0.974 -3.301 -4.560  -0.498
O 0.026 -3.871 -2.691  0.763
C 0.245 -4.787 -1.615  -1.278
H -3.302 -4.776 -4.572  0.162
H -3.111 -6.431 -3.994  0.255
H -2.078 -5.919 -5.263  0.323
H 0.268 -5.821 -1.951  0.542
H -0.521 -4.597 -0.863  0.293
H 1.218 -4.543 -1.190  0.298
C -0.077 3.031 -0.108  -0.008
O 0.830 1.941 -0.265  0.502
C 0.314 0.747 -0.467  -0.565
O -0.856 0.536 -0.661  -0.418
O 1.287 -0.159 -0.564  1.888
C 0.846 -1.487 -0.778  0.571
H -0.684 3.046 -1.014  0.124
H 0.408 4.004 -0.089  -0.243
H -0.668 2.950 0.801  -0.247
H 0.268 -1.859 0.073  -0.242
H 1.620 -2.234 -0.923  -0.466
H 0.147 -1.491 -1.615  -0.415
C 4.633 -2.326 3.324  -0.240
O 3.506 -1.636 3.820  -0.461
C 2.430 -1.515 3.028  0.807
O 2.300 -2.051 1.950  -0.303
O 1.559 -0.769 3.635  -0.544
C 0.282 -0.599 3.014  -0.202
H 4.319 -3.245 2.826  0.257
H 5.303 -2.534 4.154  0.288
H 5.170 -1.707 2.604  -0.199
H 0.470 -0.242 1.999  -0.063
H -0.357 0.132 3.500  0.269
H -0.236 -1.554 2.960  0.413
C 0.869 5.746 -3.755  -0.710
O 1.343 4.405 -3.645  -0.265
C 2.227 4.075 -2.730  0.931
O 2.689 4.794 -1.876  -0.660
O 2.558 2.809 -2.926  -0.246
C 3.519 2.131 -2.108  -0.887
H 0.376 5.924 -2.800  0.235
H 0.137 5.748 -4.562  0.251
H 1.597 6.490 -4.073  0.310
H 3.801 2.810 -1.302  0.456
H 4.395 2.018 -2.746  0.342
H 3.087 1.203 -1.749  0.110
C -4.185 -2.058 0.612  -1.097
N -2.856 -2.260 1.225  0.856
O -2.558 -1.576 2.199  -0.505
O -2.029 -2.843 0.546  -0.174
H -4.301 -0.994 0.412  0.272
H -5.009 -2.285 1.286  0.336
H -4.231 -2.642 -0.299  0.401
C -4.558 5.537 1.166  -0.934
N -3.566 4.751 0.366  0.969
O -2.395 4.954 0.624  -0.431
O -4.008 4.093 -0.542  -0.602
H -4.091 5.909 2.064  0.255
H -5.363 4.811 1.242  0.369
H -4.878 6.259 0.414  0.335
C -0.931 4.431 4.673  -0.733
N -0.842 2.966 4.472  0.658
O -0.048 2.619 3.622  -0.237
O -1.650 2.254 5.033  -0.535
H -0.006 4.703 5.176  0.281
H -1.715 4.593 5.411  0.372
H -1.181 4.986 3.776  0.136

**Kohn-Sham gap**: 9.658 eV
**Total charge**: 0
**HOMO energy**: -9.707 eV
**Largest force on an atom**: 3.2 eV/A
**E_tot**: -4515.0742 Eh
**LUMO level**: -0.049 eV

***

The following is a DFT calculation (ωB97M-V/def2-TZVPD) of a structure of composition C36H76Be2F6N6O12S4.

Each line ends with the Mulliken charge.
Atoms and positions in Å:
Be 3.011 -0.451 -1.037  1.185
Be -0.389 1.322 0.349  1.499
F 1.205 1.147 -1.625  -0.568
F 1.264 -0.555 0.776  -0.566
N -2.146 1.709 1.934  0.645
S -3.301 2.914 1.973  0.426
O -4.131 3.170 3.131  -0.500
O -3.966 3.094 0.690  -0.688
F -2.231 4.147 1.937  -0.166
S -2.866 0.807 2.922  0.699
O -4.177 0.241 2.496  -0.613
O -2.658 1.088 4.312  -0.592
F -1.839 -0.445 2.641  -0.160
N 5.096 0.544 -0.541  0.010
S 5.523 2.229 -0.416  0.931
O 6.519 2.694 -1.385  -0.542
O 5.306 2.876 0.888  -0.420
F 4.137 2.597 -1.233  -0.257
S 6.380 -0.009 -0.009  0.864
O 6.612 0.213 1.427  -0.584
O 7.514 -0.209 -0.888  -0.570
F 5.818 -1.534 0.126  -0.327
C 3.084 3.333 3.464  -1.617
C 1.635 3.270 3.022  1.232
C 0.847 4.353 3.855  -1.165
C 0.970 5.708 3.297  -0.924
C 0.458 5.730 1.775  -1.168
C 1.111 4.719 0.887  1.766
N 1.259 3.378 1.589  0.162
O 1.926 2.526 0.829  1.368
C 0.255 4.544 -0.435  -2.346
C 2.488 5.318 0.425  -1.624
C 1.126 1.859 3.451  -1.871
H 3.827 3.841 2.850  0.209
H 3.451 2.316 3.603  0.454
H 3.242 3.718 4.472  0.423
H -0.180 3.989 3.815  0.144
H 1.128 4.255 4.903  0.637
H 1.901 6.246 3.475  0.424
H 0.391 6.373 3.938  0.483
H 0.755 6.703 1.382  0.429
H -0.623 5.717 1.634  0.375
H -0.043 5.523 -0.811  0.549
H 0.894 4.078 -1.186  0.379
H -0.694 4.042 -0.248  0.252
H 2.569 6.209 -0.197  0.404
H 2.925 5.528 1.402  0.391
H 3.231 4.619 0.042  0.129
H 1.094 1.635 4.517  0.634
H 1.714 1.077 2.969  0.246
H 0.095 1.631 3.178  -0.034
H 2.833 2.739 1.060  -0.215
C 3.492 -3.259 -5.039  -1.557
C 2.868 -1.941 -4.366  1.212
C 1.774 -1.187 -5.246  -1.138
C 0.499 -2.005 -5.248  -1.096
C -0.045 -2.187 -3.805  -0.914
C 1.009 -2.861 -2.851  1.619
N 2.342 -2.230 -2.981  1.652
O 3.299 -2.748 -2.112  -0.195
C 0.262 -2.637 -1.539  -2.798
C 0.947 -4.399 -3.118  -1.591
C 3.995 -0.861 -4.191  -2.118
H 3.384 -3.225 -6.123  0.320
H 3.138 -4.222 -4.671  0.317
H 4.547 -3.295 -4.765  0.439
H 1.531 -0.243 -4.758  0.179
H 2.061 -1.018 -6.284  0.554
H 0.722 -2.910 -5.813  0.410
H -0.292 -1.484 -5.788  0.474
H -0.946 -2.796 -3.877  0.677
H -0.270 -1.205 -3.390  -0.214
H -0.702 -3.147 -1.533  0.550
H 0.872 -3.076 -0.749  0.794
H 0.232 -1.589 -1.241  -0.014
H 1.907 -4.856 -2.874  0.353
H 0.343 -4.946 -2.394  0.374
H 0.665 -4.689 -4.130  0.355
H 4.347 -0.624 -5.195  0.479
H 4.898 -1.164 -3.661  0.437
H 3.644 0.059 -3.723  0.401
H 3.315 -3.679 -2.345  0.288
C -1.648 -5.338 3.176  -2.097
C -1.805 -3.829 3.186  1.509
C -2.914 -3.588 4.256  -1.183
C -2.426 -3.719 5.702  -0.858
C -1.207 -2.806 5.927  -0.976
C 0.004 -3.068 4.918  1.321
N -0.587 -3.030 3.550  1.087
O 0.325 -2.982 2.541  -0.484
C 0.959 -1.925 5.130  -1.800
C 0.805 -4.397 5.136  -1.783
C -2.460 -3.434 1.834  -1.556
H -2.447 -5.802 2.599  0.519
H -1.644 -5.924 4.095  0.309
H -0.792 -5.629 2.568  0.400
H -3.375 -2.616 4.081  0.279
H -3.648 -4.386 4.140  0.375
H -2.236 -4.734 6.050  0.394
H -3.223 -3.491 6.409  0.478
H -0.886 -2.861 6.967  0.555
H -1.639 -1.820 5.754  0.138
H 1.777 -1.986 4.413  0.407
H 0.398 -1.018 4.903  0.174
H 1.454 -1.944 6.101  0.491
H 0.268 -5.345 5.099  0.299
H 1.712 -4.534 4.547  0.318
H 1.228 -4.498 6.136  0.465
H -2.902 -2.468 2.076  0.246
H -3.256 -4.150 1.629  0.506
H -1.791 -3.421 0.973  0.172
H 0.374 -2.083 2.208  0.201
C -0.981 2.293 -3.949  -1.400
C -2.449 1.836 -3.712  1.389
C -2.619 0.796 -4.838  -0.990
C -3.892 -0.075 -4.630  -0.962
C -3.799 -0.786 -3.353  -1.009
C -3.622 0.213 -2.192  1.797
N -2.570 1.239 -2.410  0.482
O -2.470 2.131 -1.402  0.262
C -5.009 0.802 -1.775  -2.012
C -3.202 -0.795 -1.076  -1.142
C -3.440 3.044 -3.939  -1.644
H -0.592 3.084 -3.308  0.046
H -0.886 2.618 -4.985  0.460
H -0.322 1.439 -3.789  0.073
H -2.659 1.330 -5.788  0.587
H -1.687 0.242 -4.947  -0.054
H -4.137 -0.763 -5.439  0.484
H -4.808 0.517 -4.633  0.356
H -2.998 -1.523 -3.419  0.033
H -4.732 -1.306 -3.136  0.646
H -5.039 1.208 -0.764  0.229
H -5.467 1.477 -2.498  0.426
H -5.692 -0.046 -1.820  0.533
H -2.387 -1.464 -1.355  -0.105
H -2.951 -0.154 -0.231  -0.290
H -4.045 -1.395 -0.736  0.494
H -2.885 3.938 -3.653  0.428
H -4.369 2.931 -3.380  0.208
H -3.682 3.135 -4.998  0.391
H -3.213 2.717 -1.561  0.299

**Kohn-Sham gap**: 4.213 eV
**Total charge**: 0
**HOMO energy**: -7.582 eV
**Largest force on an atom**: 11.1 eV/A
**E_tot**: -4869.5791 Eh
**LUMO level**: -3.369 eV

***

The following is a DFT calculation (ωB97M-V/def2-TZVPD) of a structure of composition C36H76InNO16P.

Each line ends with the Mulliken charge.
Atoms and positions in Å:
C -5.564 -3.982 3.247  -0.640
C -6.611 -4.957 2.697  -0.502
C -6.079 -5.872 1.561  -0.389
N -4.644 -6.137 1.654  -0.401
In -3.426 -5.455 0.051  0.491
C -1.605 -4.534 0.884  -0.921
C -0.969 -5.393 2.001  -0.556
C 0.140 -6.316 1.479  -0.228
O 1.224 -6.540 2.376  -0.425
C 0.821 -7.018 3.640  -0.718
C -4.591 -4.281 -1.409  -1.032
C -4.045 -2.957 -1.897  -0.660
O -3.574 -2.023 -0.882  -0.041
C -4.525 -1.385 -0.200  0.307
O -5.693 -1.679 -0.233  -0.669
C -4.014 -0.201 0.584  0.702
C -4.086 -0.445 2.097  -1.085
P -2.767 -7.599 -1.270  0.441
O -3.859 -8.080 -2.209  -0.711
H -6.054 -3.187 3.823  0.392
H -5.007 -3.501 2.435  -0.140
H -4.842 -4.495 3.885  0.242
H -6.952 -5.602 3.520  0.297
H -7.476 -4.388 2.336  0.321
H -6.641 -6.817 1.614  0.371
H -6.361 -5.413 0.603  -0.026
H -4.498 -7.126 1.814  0.181
H -1.885 -3.551 1.280  0.100
H -0.897 -4.341 0.067  0.336
H -1.749 -6.009 2.467  0.354
H -0.564 -4.746 2.791  0.284
H 0.585 -5.879 0.580  0.196
H -0.286 -7.292 1.185  0.303
H 0.528 -6.200 4.312  0.253
H -0.031 -7.708 3.560  0.297
H 1.675 -7.541 4.081  0.254
H -5.605 -4.112 -1.036  0.327
H -4.686 -4.924 -2.294  0.508
H -4.798 -2.409 -2.480  0.387
H -3.171 -3.107 -2.538  0.251
H -4.670 0.630 0.307  0.338
H -2.982 0.026 0.312  -0.599
H -3.598 -1.378 2.391  0.273
H -3.556 0.362 2.614  0.312
H -5.119 -0.469 2.457  0.336
H -1.554 -7.388 -2.004  -0.086
H -2.339 -8.676 -0.430  -0.046
O -1.175 1.508 1.474  -0.622
C -0.310 0.920 0.873  0.689
O 0.460 0.056 1.554  -0.414
C 1.325 -0.886 0.896  -0.369
C 2.674 -0.284 0.560  -0.850
C -0.033 1.184 -0.587  -0.794
H 0.833 -1.310 0.025  0.385
H 1.444 -1.692 1.616  0.347
H 2.584 0.538 -0.152  0.107
H 3.315 -1.050 0.125  0.282
H 3.149 0.104 1.462  0.329
H 0.639 2.038 -0.662  0.075
H -0.966 1.451 -1.075  0.429
H 0.411 0.346 -1.118  0.381
O 2.088 -3.002 -1.261  -0.495
C 2.830 -3.682 -1.913  0.855
O 3.590 -4.595 -1.273  -0.380
C 4.362 -5.584 -1.959  -0.450
C 5.726 -5.064 -2.364  -0.979
C 2.972 -3.502 -3.406  -1.195
H 3.807 -5.984 -2.808  0.357
H 4.466 -6.392 -1.237  0.354
H 5.648 -4.245 -3.080  0.272
H 6.312 -5.862 -2.821  0.365
H 6.261 -4.696 -1.489  0.296
H 3.705 -2.715 -3.585  0.276
H 2.012 -3.172 -3.793  0.346
H 3.280 -4.396 -3.942  0.379
O -4.345 2.537 5.005  -0.570
C -4.867 3.071 4.067  0.780
O -6.152 3.489 4.208  -0.374
C -6.838 4.233 3.200  -0.378
C -7.455 3.335 2.148  -0.769
C -4.177 3.240 2.737  -0.541
H -6.181 4.984 2.759  0.336
H -7.617 4.770 3.741  0.310
H -6.695 2.778 1.600  0.123
H -8.027 3.928 1.433  0.356
H -8.123 2.613 2.617  0.284
H -4.340 2.343 2.141  -0.146
H -3.107 3.329 2.912  0.245
H -4.511 4.104 2.169  0.346
O -0.221 3.556 -2.885  -0.577
C 0.862 4.069 -2.972  0.859
O 1.941 3.337 -2.628  -0.358
C 3.279 3.857 -2.702  -0.406
C 3.652 4.565 -1.421  -0.730
C 1.031 5.520 -3.363  -1.061
H 3.400 4.483 -3.581  0.336
H 3.915 2.982 -2.842  0.226
H 3.011 5.430 -1.244  0.205
H 4.682 4.911 -1.456  0.370
H 3.540 3.889 -0.575  0.180
H 0.914 6.126 -2.464  0.222
H 0.229 5.773 -4.053  0.345
H 1.986 5.764 -3.819  0.360
O 4.838 6.527 -3.715  -0.523
C 5.769 6.056 -4.311  0.945
O 6.400 4.997 -3.764  -0.275
C 7.418 4.253 -4.445  -0.475
C 8.787 4.875 -4.274  -1.003
C 6.280 6.648 -5.602  -1.302
H 7.155 4.117 -5.495  0.356
H 7.389 3.270 -3.978  0.359
H 8.839 5.867 -4.724  0.272
H 9.545 4.248 -4.745  0.370
H 9.025 4.972 -3.215  0.306
H 6.978 7.447 -5.355  0.306
H 5.434 7.082 -6.129  0.325
H 6.778 5.939 -6.258  0.375
O 4.386 3.990 1.872  -0.574
C 3.451 4.630 2.270  0.899
O 3.229 5.850 1.733  -0.342
C 2.043 6.606 1.991  -0.356
C 2.150 7.427 3.259  -1.081
C 2.565 4.134 3.388  -1.105
H 1.167 5.956 1.996  0.363
H 1.949 7.262 1.126  0.341
H 2.255 6.793 4.139  0.280
H 1.257 8.040 3.385  0.374
H 3.019 8.083 3.209  0.315
H 3.029 4.404 4.337  0.275
H 2.519 3.050 3.323  0.274
H 1.551 4.523 3.370  0.376

**Kohn-Sham gap**: 5.499 eV
**Total charge**: -1
**HOMO energy**: -4.135 eV
**Largest force on an atom**: 0.8 eV/A
**E_tot**: -3207.4029 Eh
**LUMO level**: 1.363 eV